Record 1
14
Properties=species:S:1:pos:R:3:forces:R:3 method="wB97M-V/def2-TZVPD" lumo_ha=0.036 homo_lumo_gap_ev=11.67 smiles="CC(C)OC=O" de_lowest_kcal_mol=9.7 fmax_ev_per_a=0.48
C 0.285075 0.465493 -1.444848 0.007 0.010 -0.036
C -0.196623 0.189044 -0.030442 -0.093 0.195 -0.059
C 0.154690 1.291706 0.953042 0.006 0.028 0.015
O 0.465684 -1.014462 0.436374 -0.058 -0.137 0.034
C -0.280091 -2.110851 0.590351 -0.303 -0.102 -0.064
O -1.461565 -2.214394 0.382274 0.476 0.047 0.074
H -0.183912 1.376889 -1.830651 0.061 -0.131 0.067
H 1.371932 0.601695 -1.459919 -0.150 -0.015 0.018
H 0.028352 -0.361785 -2.113702 0.022 0.109 0.109
H -1.272552 -0.003874 -0.026102 0.152 0.054 -0.004
H -0.198674 1.039658 1.957393 0.048 0.037 -0.139
H -0.312592 2.234273 0.649272 0.061 -0.146 0.025
H 1.239400 1.438563 0.992237 -0.146 -0.020 -0.014
H 0.360877 -2.931955 0.944721 -0.083 0.071 -0.026

Record 2
14
Properties=species:S:1:pos:R:3:forces:R:3 method="wB97M-V/def2-TZVPD" lumo_ha="0.017 / 0.002" homo_lumo_gap_ev="9.16 / 8.31" de_lowest_kcal_mol=127.5 fmax_ev_per_a=1.69
O 1.633033 -0.018485 0.808269 0.257 -0.276 0.108
C 0.387054 0.366651 1.311576 -0.427 -0.177 0.214
C -0.741511 -0.163650 0.345946 0.297 0.339 0.692
C -0.975252 0.929821 -0.606966 -0.716 1.245 0.522
C 0.089746 -0.920351 -1.583610 0.942 -1.228 -0.682
O -0.289340 -1.310741 -0.343806 -0.005 -0.084 0.061
H 1.520042 -0.936201 0.514800 0.248 0.160 0.103
H 0.175949 -0.014068 2.316218 0.304 -0.127 0.084
H 0.408796 1.462989 1.374017 -0.269 -0.301 -0.077
H -1.617816 -0.497941 0.907643 0.052 0.294 -0.075
H -1.655985 1.689010 -0.176952 -0.078 -0.433 -0.691
H -0.089565 1.409593 -0.989158 0.079 0.068 -0.186
H 0.840894 -0.142177 -1.657445 -0.190 0.136 -0.037
H 0.342724 -1.809205 -2.181208 -0.495 0.385 -0.036

Record 3
14
Properties=species:S:1:pos:R:3:forces:R:3 method="wB97M-V/def2-TZVPD" lumo_ha="0.017 / -0.002" homo_lumo_gap_ev="8.16 / 7.61" de_lowest_kcal_mol=153.8 fmax_ev_per_a=5.27
C 1.337755 -0.711509 -0.961119 1.288 0.262 -0.120
O 0.118156 -1.012367 -1.219185 -0.826 -0.149 0.361
C -0.881248 -1.039500 -0.332430 0.184 -1.522 -1.312
C -0.680692 -0.658796 1.062969 -0.747 -1.688 1.412
C -1.004460 0.658627 0.618413 -3.003 -0.384 1.807
O -0.154767 1.433026 0.433040 3.925 3.380 -0.993
H 1.746307 -0.641201 0.034340 -0.377 0.195 0.107
H 1.438345 2.789762 -0.627684 -0.621 0.229 0.401
H 2.006892 -0.715868 -1.806318 -0.183 0.013 -0.128
H -1.728212 -1.561407 -0.744026 -0.152 0.165 0.145
H 0.294789 -0.734907 1.531628 0.096 -0.140 -0.157
H -1.466018 -0.998542 1.728545 -0.034 -0.657 -0.045
H -2.011200 1.043603 0.633391 -1.231 -0.555 -0.355
H 0.792650 2.607456 -0.218414 1.682 0.851 -1.124

Record 4
14
Properties=species:S:1:pos:R:3:forces:R:3 method="wB97M-V/def2-TZVPD" lumo_ha=0.037 homo_lumo_gap_ev=10.75 smiles=COC1COC1 de_lowest_kcal_mol=67.9 fmax_ev_per_a=0.45
C 1.921143 -0.036060 0.564309 0.297 -0.197 0.153
O 0.869529 0.790093 0.152608 0.298 0.167 0.033
C -0.228638 0.402745 -0.635862 -0.435 0.037 -0.048
C -0.868767 -1.009784 -0.543906 0.292 -0.176 -0.080
O -1.942842 -0.530349 0.270513 -0.069 -0.195 0.138
C -1.447162 0.813275 0.213004 -0.261 0.298 0.006
H 1.612826 -1.044777 0.873051 -0.050 0.129 -0.277
H 2.717175 -0.085519 -0.190904 -0.106 -0.185 0.079
H 2.320052 0.447042 1.463595 0.085 -0.106 -0.227
H -0.095904 0.787250 -1.659877 -0.188 -0.075 0.344
H -0.268195 -1.789807 -0.060108 -0.119 0.117 0.009
H -1.276855 -1.407901 -1.487180 0.372 0.216 0.128
H -1.042264 1.136201 1.175718 -0.306 0.067 0.003
H -2.212296 1.519150 -0.125523 0.191 -0.097 -0.261

Record 5
14
Properties=species:S:1:pos:R:3:forces:R:3 method="wB97M-V/def2-TZVPD" lumo_ha=0.033 homo_lumo_gap_ev=9.92 de_lowest_kcal_mol=58.3 fmax_ev_per_a=0.96
C -2.064775 0.653637 -0.095028 -0.224 0.109 0.096
O -1.004966 -0.096292 -0.649812 0.118 -0.011 -0.030
C -0.312255 -0.931786 0.174912 0.055 -0.379 -0.145
C 1.006792 -1.082609 0.021075 -0.234 0.001 0.159
C 1.794349 0.067223 -0.539436 -0.023 -0.238 -0.240
O 1.870967 0.915777 0.609482 -0.128 0.460 0.038
H -2.723713 0.037901 0.532492 0.137 0.028 -0.081
H -1.688291 1.500732 0.495148 -0.036 -0.164 -0.054
H -2.635580 1.039764 -0.942130 0.036 -0.032 0.181
H -0.893103 -1.451535 0.939997 -0.050 -0.140 -0.330
H 1.006263 0.723982 1.016801 0.737 0.587 0.199
H 1.555527 -1.767044 0.661354 -0.250 -0.043 -0.097
H 1.279139 0.577821 -1.362040 0.079 -0.179 0.122
H 2.809652 -0.187574 -0.862817 -0.217 0.002 0.181

Record 6
14
Properties=species:S:1:pos:R:3:forces:R:3 method="wB97M-V/def2-TZVPD" lumo_ha=0.029 homo_lumo_gap_ev=9.57 de_lowest_kcal_mol=88.4 fmax_ev_per_a=0.47
O -1.949028 0.368267 -0.145112 -0.292 0.113 -0.014
C -0.786958 1.099882 -0.512415 0.410 0.203 -0.108
C 0.391715 0.216599 -0.359558 0.127 -0.002 0.077
C 0.805155 -1.126222 -0.912112 -0.166 -0.196 -0.243
O 2.011388 -1.037664 -0.083813 0.074 -0.048 0.039
C 1.518629 0.170247 0.356372 -0.071 0.298 0.085
H -2.717867 0.916848 -0.344666 0.084 -0.153 0.062
H -0.649550 1.987637 0.124759 -0.043 -0.153 -0.088
H -0.869993 1.450453 -1.554195 -0.012 -0.080 0.167
H -0.671419 -0.674034 2.139280 0.011 -0.050 0.096
H 0.202825 -1.987538 -0.608979 0.089 0.137 -0.058
H 1.075038 -1.179980 -1.971684 -0.055 0.014 0.169
H -0.416003 -0.962661 2.776902 -0.049 0.010 -0.037
H 2.056069 0.758167 1.095222 -0.108 -0.090 -0.147

Record 7
14
Properties=species:S:1:pos:R:3:forces:R:3 method="wB97M-V/def2-TZVPD" lumo_ha=0.034 homo_lumo_gap_ev=10.61 smiles=C1COCOC1 de_lowest_kcal_mol=63.6 fmax_ev_per_a=2.52
C 0.839974 0.525228 -0.338851 0.416 0.021 -0.227
C 0.994323 -0.788397 0.367163 1.002 -0.199 -0.370
O -0.232447 -1.440716 0.669185 0.304 -0.436 -0.511
C -1.339842 -0.861907 0.010547 0.129 -0.276 -0.263
O -1.535408 0.480777 0.340134 0.449 -0.079 0.077
C -0.408918 1.347320 0.088559 0.594 0.257 0.064
H 1.956465 0.689453 -0.286581 -1.155 2.089 0.313
H 0.766861 0.375814 -1.417194 -0.370 -0.384 -0.017
H 1.864992 -1.137082 -0.318716 -1.806 -1.637 0.625
H 1.532893 -0.761193 1.313163 -0.243 0.595 0.271
H -2.236132 -1.399718 0.341532 0.336 0.128 -0.042
H -1.209805 -0.990048 -1.072604 -0.091 0.069 -0.039
H -0.278081 1.917261 1.010127 0.189 -0.023 -0.056
H -0.714871 2.043202 -0.706461 0.247 -0.125 0.177

Record 8
14
Properties=species:S:1:pos:R:3:forces:R:3 method="wB97M-V/def2-TZVPD" lumo_ha=0.032 homo_lumo_gap_ev=10.43 smiles=OCC1(O)CC1 de_lowest_kcal_mol=91.1 fmax_ev_per_a=2.65
O 1.977583 -0.337587 0.297453 2.109 -1.009 0.019
C 1.252425 -0.001167 -0.878722 -0.033 0.768 1.838
C -0.085447 0.351925 0.154322 0.067 -0.139 -1.259
O 0.122943 1.190135 1.271174 0.491 -0.098 -0.619
C -1.097674 -0.740707 0.352456 0.008 -0.174 -0.270
C -1.413927 0.540514 -0.412493 -0.276 0.028 -0.491
H 1.489254 -1.138243 0.540180 0.646 0.056 0.455
H 1.609302 -0.798717 -1.649803 -2.397 0.621 0.934
H 1.658818 0.893269 -1.388210 -0.317 0.111 0.967
H 0.549674 0.757636 2.032077 0.032 -0.153 -0.894
H -1.602677 -0.876590 1.313522 0.429 0.227 -0.282
H -0.943053 -1.652993 -0.209325 -0.196 -0.028 -0.055
H -1.383653 0.502586 -1.488057 -0.611 -0.053 -0.193
H -2.064639 1.267965 0.060637 0.046 -0.157 -0.149

Record 9
14
Properties=species:S:1:pos:R:3:forces:R:3 method="wB97M-V/def2-TZVPD" lumo_ha=0.033 homo_lumo_gap_ev=10.75 smiles=C[C@H]1OC[C@H]1O de_lowest_kcal_mol=43.7 fmax_ev_per_a=0.42
C -1.531190 -0.550348 0.199244 -0.011 0.009 0.071
C -0.641904 0.609559 -0.207481 -0.263 -0.051 -0.145
O -0.012762 1.286817 0.913224 -0.164 -0.064 0.034
C 1.220033 0.614038 0.658093 0.383 -0.171 0.031
C 0.754072 0.194550 -0.735536 0.063 0.302 -0.017
O 1.000077 -1.125110 -1.130908 0.036 -0.148 0.122
H -0.967450 -1.318161 0.740944 -0.086 0.145 -0.017
H -2.339914 -0.199867 0.845985 0.086 -0.014 -0.078
H -1.969573 -1.031021 -0.683071 0.104 0.144 0.110
H -1.192667 1.345598 -0.802616 0.055 -0.169 -0.028
H 1.319892 -0.269989 1.310326 0.120 0.105 -0.015
H 2.110907 1.240629 0.764071 -0.198 0.024 -0.002
H 1.099855 0.846801 -1.542013 -0.027 -0.064 0.160
H 1.150624 -1.643495 -0.330263 -0.098 -0.048 -0.226